Here is a 2-piece molecular cluster, C10H16 overall at a distorted geometry from the Open Molecules 2025 dataset. Energies are from ωB97M-V/def2-TZVPD.

XYZ file:
```
26
Properties=species:S:1:pos:R:3:nbo_charge:R:1
C 1.108 -2.411 -1.585 -0.63
C 0.799 -0.953 -1.349 -0.02
C -0.289 -0.338 -1.951 -0.21
C -0.497 1.036 -1.785 -0.20
C 0.411 1.779 -1.068 -0.24
C 1.440 1.144 -0.367 -0.20
C 1.628 -0.228 -0.499 -0.21
H 1.378 -2.914 -0.656 0.22
H 1.940 -2.546 -2.280 0.22
H 0.255 -2.929 -2.027 0.21
H -0.843 -0.906 -2.689 0.21
H -1.337 1.486 -2.299 0.21
H 0.291 2.805 -0.752 0.22
H 2.100 1.688 0.302 0.21
H 2.467 -0.690 0.011 0.21
C -0.479 -0.686 2.892 -0.61
C -1.668 -0.168 2.082 -0.40
C -1.738 1.353 2.090 -0.61
H -0.303 -1.739 2.673 0.20
H -0.597 -0.618 3.972 0.20
H 0.403 -0.146 2.552 0.20
H -1.572 -0.481 1.046 0.20
H -2.612 -0.587 2.447 0.19
H -0.744 1.752 1.885 0.20
H -2.447 1.699 1.336 0.21
H -2.144 1.801 3.001 0.20
```

Values from the calculation:
**LUMO**: 0.0376 Ha
**Highest occupied orbital energy**: -9.117 eV
**E_tot**: -10629.433 eV
**Net charge**: 0
**Spin multiplicity**: 1
**Structure (SMILES)**: Cc1ccccc1.CCC
**Orbital gap**: 10.1394 eV
**Relative energy (zero: lowest compared OMol25 entry of this formula, charge and spin)**: 29.9 kJ/mol


Here is a 2-piece molecular cluster, C10H16 overall at a distorted geometry from the Open Molecules 2025 dataset. Energies are from ωB97M-V/def2-TZVPD.

XYZ file:
```
26
Properties=species:S:1:pos:R:3:nbo_charge:R:1
C 0.486 1.585 -2.576 -0.60
C 0.039 1.903 -1.107 -0.43
C 0.834 0.957 -0.225 0.01
C 2.076 1.371 0.295 -0.24
C 2.984 0.470 0.855 -0.19
C 2.653 -0.885 0.903 -0.25
C 1.434 -1.263 0.445 -0.19
C 0.499 -0.394 -0.186 -0.23
H 1.455 1.097 -2.637 0.21
H 0.583 2.538 -3.117 0.21
H -0.259 1.002 -3.099 0.21
H 0.388 2.876 -0.752 0.21
H -1.043 1.807 -1.067 0.21
H 2.405 2.404 0.309 0.21
H 3.929 0.860 1.208 0.21
H 3.408 -1.644 1.059 0.22
H 1.079 -2.272 0.261 0.21
H -0.405 -0.731 -0.674 0.21
C -2.811 -2.140 0.925 -0.63
C -2.841 -0.789 1.629 -0.62
H -1.942 -2.079 0.272 0.20
H -2.677 -3.016 1.573 0.21
H -3.683 -2.556 0.407 0.21
H -3.618 -0.113 1.233 0.20
H -1.962 -0.203 1.364 0.21
H -3.014 -0.787 2.704 0.21
```

Values from the calculation:
**LUMO**: 0.0378 Ha
**Highest occupied orbital energy**: -9.029 eV
**E_tot**: -10628.586 eV
**Net charge**: 0
**Spin multiplicity**: 1
**Structure (SMILES)**: CCc1ccccc1.CC
**Orbital gap**: 10.0565 eV
**Relative energy (zero: lowest compared OMol25 entry of this formula, charge and spin)**: 111.7 kJ/mol


Here is a 2-piece molecular cluster, C10H16 overall at a distorted geometry from the Open Molecules 2025 dataset. Energies are from ωB97M-V/def2-TZVPD.

XYZ file:
```
26
Properties=species:S:1:pos:R:3:nbo_charge:R:1
C 0.201 -2.837 -0.037 -0.62
C 0.865 -1.919 0.985 -0.42
C 0.166 -0.549 1.196 0.01
C -0.910 -0.098 0.436 -0.26
C -1.510 1.035 0.888 -0.18
C -1.015 1.785 1.937 -0.24
C 0.109 1.382 2.632 -0.19
C 0.791 0.220 2.197 -0.22
H -0.122 -2.297 -0.937 0.20
H -0.749 -3.096 0.421 0.21
H 0.894 -3.597 -0.371 0.22
H 1.030 -2.329 1.977 0.21
H 1.878 -1.690 0.693 0.21
H -1.339 -0.862 -0.225 0.22
H -2.509 1.359 0.550 0.21
H -1.527 2.717 2.154 0.21
H 0.554 1.998 3.415 0.21
H 1.652 -0.113 2.771 0.21
C 0.343 1.762 -2.136 -0.62
C 0.039 0.499 -2.976 -0.62
H -0.436 2.512 -2.227 0.21
H 0.458 1.362 -1.133 0.22
H 1.331 2.159 -2.417 0.20
H 0.433 0.525 -4.023 0.20
H -1.012 0.487 -3.260 0.20
H 0.388 -0.415 -2.509 0.20
```

Values from the calculation:
**LUMO**: 0.0383 Ha
**Highest occupied orbital energy**: -8.893 eV
**E_tot**: -10628.645 eV
**Net charge**: 0
**Spin multiplicity**: 1
**Structure (SMILES)**: CCc1ccccc1.CC
**Orbital gap**: 9.9359 eV
**Relative energy (zero: lowest compared OMol25 entry of this formula, charge and spin)**: 106.0 kJ/mol


- The lowest orbital gap belongs to which entry?
  number 3